Record 1
82
Properties=species:S:1:pos:R:3:forces:R:3:mulliken_charge:R:1 method="wB97M-V/def2-TZVPD" orbital_gap_ev=6.982 homo_energy_ha=-0.395 e_lumo_ev=-3.78 multiplicity=1 charge=+1
C 6.4187 -2.4043 0.5813 1.1 -0.3 -0.8 -0.9990
P 5.1977 -1.0250 0.1370 3.1 -1.1 3.3 0.2904
C 6.0822 0.5904 -0.2828 -0.3 0.8 -0.6 -0.8799
N 4.0209 -1.5027 -1.1245 0.3 0.0 -0.9 -0.0532
C 3.5946 -2.9284 -1.2570 -1.1 -2.8 -2.1 -0.6871
C 1.9967 -2.8937 -1.6286 -0.5 -0.8 3.5 -0.0049
O 1.4372 -4.1653 -1.1855 0.3 1.1 -0.2 -0.5383
C 1.5229 -1.7460 -0.6006 0.9 2.2 -2.1 -0.3252
C 0.2388 -0.8302 -0.9345 -1.0 -0.2 0.9 -0.5236
C -0.6157 -0.6973 0.4401 1.0 3.7 1.7 0.2584
O -0.4903 0.2679 1.2284 -0.7 -4.5 -3.5 -0.4354
Br -1.8736 -2.2106 0.8039 1.0 1.0 -0.3 -0.1300
C 2.7606 -0.7123 -0.6848 -1.2 1.1 0.5 -0.7499
S 2.9400 -0.1459 1.1172 -1.0 1.7 0.2 -0.1574
H 7.0795 -2.7401 -0.2883 -0.8 0.0 1.4 0.3464
H 5.8693 -3.2688 1.1060 0.7 1.4 -1.1 0.3183
H 7.1184 -1.9602 1.3910 -1.3 -0.4 -1.4 0.3725
H 5.7408 1.3607 0.5126 0.4 -1.4 -1.2 0.2317
H 7.2217 0.5408 -0.2474 -1.6 -0.2 -0.3 0.3564
H 5.7175 1.0005 -1.2915 0.8 -0.5 1.3 0.2859
H 4.3031 -1.1170 -2.0404 -0.3 -0.5 0.3 0.5401
H 3.8286 -3.6196 -0.3725 -0.6 1.6 -0.8 0.2333
H 4.0000 -3.5465 -2.1471 0.3 1.7 1.3 0.3415
H 1.7013 -2.7988 -2.7246 0.7 0.3 1.5 0.3898
H 1.1978 -4.0870 -0.2357 0.2 -0.1 -0.9 0.4048
H 1.4867 -2.0028 0.5103 0.1 -0.6 -1.7 0.7494
H 0.5470 0.2326 -1.2190 -0.5 -1.5 0.5 0.3232
H -0.4476 -1.2558 -1.7399 1.0 0.4 1.1 0.3927
H 2.7493 0.1306 -1.4576 -0.7 -1.1 1.3 0.4833
H 2.5293 1.1796 1.2366 -0.2 -0.9 -1.0 0.1496
O 3.0534 3.8236 2.7259 0.4 0.7 -4.5 -0.6924
P 2.5815 5.2667 2.4913 -2.3 2.0 9.3 1.2119
O 3.5624 5.9374 3.6521 0.4 -0.2 -0.9 -0.3380
C 4.9703 5.7762 3.5244 0.4 0.0 0.1 -0.3710
C 5.5394 6.7024 2.4656 0.1 0.2 0.1 -0.9175
O 1.1789 5.0973 3.3674 -0.1 -0.1 -1.4 -0.4047
C 0.4738 3.8583 3.3470 -0.1 -0.4 0.4 -0.2287
C 0.7687 3.0660 4.6086 0.0 0.0 0.2 -1.1241
O 2.0372 6.8349 2.0875 1.3 -2.6 -3.3 -0.4724
C 1.6085 7.7703 3.0814 0.0 0.8 0.7 -0.0144
C 2.6718 8.8227 3.3366 0.3 0.0 0.2 -1.0965
H 5.2237 4.7376 3.2976 -0.1 0.0 0.0 0.3237
H 5.4147 6.0103 4.4949 -0.2 0.0 0.0 0.2788
H 5.0202 6.5800 1.5101 0.1 -0.1 0.0 0.2563
H 6.6038 6.5065 2.3166 -0.1 0.0 0.0 0.3999
H 5.4237 7.7464 2.7640 0.0 -0.1 -0.1 0.2112
H 0.7193 3.2842 2.4489 0.0 0.0 0.1 0.2113
H -0.5950 4.0821 3.2989 0.1 0.2 0.0 0.3524
H 1.8408 3.0053 4.8117 -0.1 0.0 -0.2 0.2707
H 0.3685 2.0522 4.5356 0.0 0.1 0.0 0.3582
H 0.3188 3.5555 5.4768 0.0 -0.1 -0.1 0.3295
H 1.3178 7.2940 4.0173 0.1 -0.2 -0.2 0.2079
H 0.7175 8.2595 2.6769 0.1 -0.3 -0.2 0.4105
H 3.4488 8.4457 4.0027 -0.1 0.0 -0.1 0.1517
H 2.2327 9.6984 3.8261 -0.1 -0.1 -0.1 0.4279
H 3.1564 9.1363 2.4096 -0.2 0.1 0.0 0.2713
O -7.1699 -6.1288 -2.1038 3.3 -2.6 -1.7 -0.7044
P -6.3056 -5.2999 -3.0630 -5.2 7.8 1.1 1.1664
O -5.9990 -4.0807 -1.9748 0.7 -0.5 0.1 -0.3732
C -5.3382 -4.4101 -0.7600 0.1 0.0 0.3 -0.4174
C -3.8527 -4.6283 -0.9812 0.1 0.1 0.0 -0.6150
O -7.5950 -4.6428 -3.8805 0.8 -1.0 -0.6 -0.3637
C -8.7670 -5.4242 -4.1022 -0.6 -0.1 0.3 -0.3663
C -9.8465 -5.0448 -3.1039 -0.1 0.2 0.1 -1.0714
O -5.2975 -4.5013 -4.1906 0.8 -3.9 0.6 -0.4599
C -5.4260 -3.1066 -4.4680 0.1 0.8 0.0 -0.0471
C -4.3300 -2.3097 -3.7834 0.1 0.2 0.3 -1.0797
H -5.7880 -5.2928 -0.2992 -0.1 0.0 -0.1 0.3744
H -5.4887 -3.5759 -0.0698 -0.1 0.0 -0.1 0.2308
H -3.6725 -5.3696 -1.7652 0.0 -0.1 0.1 0.2522
H -3.3729 -4.9660 -0.0590 0.0 -0.1 0.0 0.3943
H -3.3700 -3.7010 -1.2970 0.0 -0.1 0.0 -0.0415
H -8.5385 -6.4924 -4.0555 0.0 0.2 0.1 0.3293
H -9.1199 -5.2184 -5.1162 0.2 0.1 0.0 0.3611
H -9.4674 -5.0273 -2.0791 0.1 -0.2 -0.1 0.2761
H -10.6869 -5.7405 -3.1539 0.0 0.0 0.0 0.3654
H -10.2170 -4.0368 -3.3116 0.0 -0.1 -0.1 0.2972
H -6.4043 -2.7075 -4.2011 0.0 -0.3 0.1 0.2290
H -5.3170 -2.9984 -5.5512 0.0 -0.3 0.1 0.4014
H -4.5637 -2.1394 -2.7315 0.0 -0.1 0.0 0.1678
H -4.2271 -1.3234 -4.2487 0.0 -0.2 -0.1 0.4474
H -3.3696 -2.8287 -3.8277 -0.1 0.0 -0.2 0.2495

Record 2
108
Properties=species:S:1:pos:R:3:forces:R:3:mulliken_charge:R:1 method="wB97M-V/def2-TZVPD" orbital_gap_ev=5.705 homo_energy_ha=-0.083 e_lumo_ev=3.45 multiplicity=1 charge=-2
Cd -1.5867 -2.7218 -1.6944 1.3 0.4 -2.2 4.4268
S -3.2122 -4.2862 -0.3830 -4.5 -3.3 5.0 0.9990
O -1.7490 -4.4010 -0.6470 1.0 -3.5 2.2 -0.9290
O -4.0026 -5.4663 -0.6641 0.5 -1.8 -4.5 -0.7306
O -3.7102 -4.2277 1.0138 2.6 3.1 1.7 -0.7017
O -3.5130 -3.0634 -1.1280 -2.9 1.3 -0.8 -0.8478
P -0.7855 -0.5573 -0.0131 -0.3 -0.2 1.0 1.1719
F 0.6150 -0.4015 0.8805 -1.4 -0.1 -1.1 -0.4629
F -0.9825 -2.1402 0.5272 0.7 1.9 0.6 -0.6490
F -1.7053 -0.0184 1.1784 0.6 -0.1 -0.1 -0.3217
F -2.0591 -0.7953 -0.9659 -1.3 2.0 1.0 -1.1082
F -0.6501 0.9249 -0.6436 0.7 -0.5 0.6 -0.2391
F 0.0194 -1.2183 -1.2802 2.2 1.1 0.4 -1.3279
P -2.9385 -0.4840 -4.4167 -1.3 0.8 0.0 1.4935
F -1.9378 -1.1415 -5.6187 -1.3 0.8 1.3 -0.3971
F -2.3111 -1.6129 -3.3875 -0.6 0.7 -1.6 -0.9798
F -1.7837 0.5708 -3.9276 0.1 -0.9 -0.6 -0.3276
F -3.8573 0.0679 -3.1663 0.4 -0.3 -1.1 -0.3681
F -3.4871 0.6664 -5.4438 0.2 -1.2 0.5 -0.3524
F -4.1916 -1.5366 -4.8022 1.9 1.2 0.0 -0.4130
C 0.5443 6.8725 0.9596 -2.3 -0.7 0.0 -1.4323
C 1.9248 6.3329 1.0511 1.6 1.0 -0.6 -0.1475
N 2.1791 5.2034 1.8981 0.3 -0.5 1.2 0.0242
C 3.6390 4.9280 2.0253 -0.8 -1.6 -0.3 -0.9788
C 4.2682 4.2116 0.7665 0.3 1.4 0.5 -0.6116
C 1.3568 4.0318 1.5760 0.5 -0.2 0.6 0.0967
C 1.5412 2.8011 2.5188 -0.3 0.6 -0.6 -1.3092
H -0.1168 6.2822 0.3252 0.3 -0.5 -0.2 0.1265
H 0.3506 7.8566 0.5327 0.9 0.3 0.2 0.4629
H 0.0108 6.8231 1.9089 0.2 0.2 0.3 0.3883
H 2.3266 6.1590 0.0529 -0.2 -0.2 -0.7 0.2339
H 2.5815 7.1239 1.4136 0.1 0.2 0.3 0.4417
H 4.1427 5.8438 2.3346 0.0 0.2 -0.6 0.4900
H 3.7778 4.2718 2.8845 -0.2 -0.1 0.1 0.3697
H 5.3563 4.1571 0.7985 0.2 0.4 0.4 0.4956
H 4.0187 3.1667 0.5818 -0.8 0.3 0.1 -0.0485
H 4.0371 4.8704 -0.0705 -0.1 -0.6 -0.4 0.2517
H 1.5492 3.7800 0.5330 0.0 -0.6 -0.3 0.2335
H 0.3014 4.3031 1.5994 0.1 0.3 0.2 -0.0286
H 1.4737 3.0362 3.5810 0.0 0.4 0.0 0.4806
H 2.4801 2.2662 2.3759 0.0 0.0 -0.2 0.2455
H 0.7111 2.1290 2.3009 0.1 -0.2 0.0 0.2605
C 1.5565 -2.9761 -4.8513 -0.9 0.6 0.8 -1.7165
C 0.4968 -2.5777 -3.7653 0.9 0.2 -1.0 0.5139
N -0.3101 -3.6479 -3.1572 1.6 0.3 -0.4 1.6584
C -1.1523 -4.2632 -4.1605 -1.8 -1.1 0.1 -0.5958
C -2.2897 -5.1172 -3.5201 0.2 0.2 -1.4 -1.5621
C 0.5171 -4.6286 -2.4496 0.7 -1.3 -0.6 -1.0361
C 1.3593 -4.1407 -1.3059 -0.1 0.8 0.9 -0.8357
H 1.9909 -2.0156 -5.1283 0.2 0.0 -0.3 0.5067
H 1.0912 -3.4078 -5.7374 0.2 -0.2 0.1 0.3884
H 2.3558 -3.5858 -4.4300 -0.1 -0.2 -0.2 0.3217
H 1.0600 -1.9988 -3.0333 -0.3 -0.4 0.3 -0.8697
H -0.2071 -1.8707 -4.2044 0.1 -0.1 -0.1 0.0178
H -0.6017 -4.8818 -4.8692 0.5 -0.2 0.1 0.4671
H -1.6568 -3.5123 -4.7686 0.3 0.3 0.2 0.2950
H -1.9249 -5.8736 -2.8252 -0.4 0.3 0.1 0.2557
H -2.7913 -5.5976 -4.3603 0.2 -0.5 -0.2 0.5220
H -3.1222 -4.5153 -3.1559 0.4 0.1 0.7 0.3029
H -0.0638 -5.4719 -2.0762 -0.5 0.5 0.0 0.3179
H 1.1672 -5.1133 -3.1780 0.3 0.0 -0.4 0.6187
H 2.0911 -3.3623 -1.5219 0.1 0.0 -0.4 0.2241
H 0.7141 -3.7215 -0.5338 0.0 -0.1 0.2 -0.2791
H 1.8975 -4.9584 -0.8265 -0.1 -0.1 -0.2 0.5185
C 2.4908 -1.7137 2.8264 3.0 2.2 2.4 -0.0053
C 1.2203 -1.8471 3.6048 -0.7 -0.5 -0.3 0.1377
O 0.7826 -3.1023 3.1094 -0.6 -3.0 0.9 -0.2020
S 2.0721 -4.1532 3.1426 -0.2 0.9 -0.6 1.1218
O 1.8494 -5.2690 2.2269 0.5 2.4 2.1 -0.5049
O 2.6016 -4.3784 4.5128 -1.4 0.7 -3.3 -0.6046
O 2.9284 -2.9529 2.3667 -0.2 -3.0 -0.8 -0.4156
H 3.2727 -1.5395 3.5656 0.1 0.9 0.4 0.3780
H 2.6221 -0.8574 2.1648 -0.6 -0.8 -0.8 -0.1368
H 0.4545 -1.1085 3.3679 0.1 -0.1 0.0 -0.1655
H 1.3666 -1.9458 4.6804 0.1 0.3 0.0 0.4182
C -2.5669 3.2055 1.1349 0.0 -1.0 -1.0 0.2067
C -3.9934 3.4032 1.6470 0.7 1.5 -1.0 -0.2285
O -4.0793 4.8668 1.7859 0.1 1.3 -0.6 -0.4392
S -3.1122 5.6979 0.6677 -0.4 -2.8 -0.6 1.0450
O -2.5647 6.9498 1.1792 -1.4 -2.5 -0.7 -0.5281
O -3.7706 5.6231 -0.6598 1.7 0.5 3.3 -0.5466
O -1.9457 4.4931 0.7905 -1.3 0.8 0.3 -0.2011
H -2.5815 2.5898 0.2356 0.0 0.3 -0.2 -0.0205
H -2.0440 2.5645 1.8446 0.9 1.0 0.2 0.0963
H -4.1476 2.9149 2.6092 -0.1 0.5 0.0 0.2424
H -4.6854 3.0421 0.8863 -0.3 0.2 0.3 0.3388
C -2.5868 -2.1428 3.7468 0.3 -0.5 -1.1 0.3729
C -2.1082 -2.8364 5.0802 -3.8 -0.8 -2.3 -0.3891
O -1.4719 -1.8259 5.6998 3.2 3.1 2.2 -0.3090
S -2.2202 -0.4093 5.5278 -1.4 0.8 -2.2 1.1376
O -1.2975 0.7133 5.4760 -1.1 -2.1 0.6 -0.5391
O -3.4024 -0.3661 6.3795 2.0 -0.1 -1.0 -0.5904
O -2.6937 -0.7192 3.9469 0.5 0.7 3.5 -0.2309
H -3.5315 -2.4677 3.3109 0.2 -0.4 0.1 0.4138
H -1.8033 -2.1598 2.9892 -0.1 -0.9 -0.1 -0.5145
H -1.5917 -3.7722 4.8667 0.8 0.6 0.2 0.2862
H -2.9513 -3.0585 5.7345 -0.4 -0.5 -0.3 0.3514
C 2.3084 0.5003 -2.5261 -1.7 -0.2 0.1 0.3118
C 2.8273 0.9508 -1.1729 -0.2 -1.2 -0.7 0.3529
O 4.1005 1.4732 -1.5768 1.3 2.1 0.6 -0.4867
S 3.8074 2.5754 -2.7789 -0.3 -1.9 -0.2 0.9787
O 4.9618 2.8628 -3.6452 -2.6 -1.0 2.2 -0.5962
O 3.0327 3.6482 -2.2065 0.8 -0.8 -0.9 -0.4157
O 2.8387 1.4284 -3.4700 0.7 1.9 -1.0 -0.3955
H 1.2187 0.5250 -2.5217 -0.1 0.4 -0.2 -0.2917
H 2.5205 -0.5142 -2.8637 0.8 0.1 0.2 0.3109
H 2.9466 0.1071 -0.4930 0.5 0.1 -0.1 0.1816
H 2.1232 1.6350 -0.6995 0.5 0.6 -0.1 0.0611